12
Properties=species:S:1:pos:R:3:forces:R:3:nbo_charge:R:1 method="wB97M-V/def2-TZVPD" homo_lumo_gap_ev=8.808 lumo_energy_ev=-0.3 total_energy_ev=-26922.270 mol_weight_g_mol=122.21
C 0.296249 -0.973332 0.508938 0.78 -1.19 -0.78 0.063
C -0.698989 0.119590 0.439537 -2.38 0.66 1.23 -0.398
C 0.624145 0.361716 -0.093704 1.47 1.64 -2.24 -0.331
H 0.226537 -1.919945 -1.203904 0.16 0.66 -1.59 0.482
H 0.757547 -1.138352 1.463634 0.19 -0.52 0.19 0.202
H -1.554663 -0.125896 -0.232669 0.64 0.67 0.70 0.256
H -2.374269 2.121574 1.352901 3.37 -2.19 1.31 0.175
H 1.266207 1.152024 0.517151 -1.24 -1.83 -1.89 0.268
H 1.848204 0.868464 -2.361459 -3.10 -0.96 0.59 0.171
O 0.185484 -2.165747 -0.301241 -0.16 1.00 2.98 -0.692
S -0.963293 1.215389 1.937197 -3.81 1.04 -1.93 -0.077
S 0.386840 0.484514 -2.026381 4.08 1.01 1.44 -0.120